The following is a DFT calculation (ωB97M-V with the def2-TZVPD basis set) of an isolated molecule of C5H11NO.

```
18
Properties=species:S:1:pos:R:3
O 2.534 -0.949 -0.235
N -0.016 -0.347 0.593
C 0.619 0.619 1.464
C -1.995 -0.522 -0.853
C 0.771 0.714 -0.011
C 1.939 0.178 -0.826
C -1.463 -0.235 0.546
H 1.541 -0.064 -1.829
H -1.864 -0.956 1.269
H -1.864 -1.573 -1.134
H -1.463 0.078 -1.601
H 2.725 0.929 -0.960
H -3.060 -0.286 -0.918
H -1.756 0.770 0.918
H 0.254 1.561 -0.473
H 1.794 -1.519 0.030
H 1.398 0.268 2.134
H -0.096 1.334 1.887
```

* charge: 0
* SMILES string: CCN1C[C@H]1CO
* ΔE to the lowest compared entry with this formula, charge and spin: 47.4 kcal per mole
* HOMO energy: -9.463 eV

***

The following is a DFT calculation (ωB97M-V with the def2-TZVPD basis set) of a structure of composition C27H43BrCuN2O2P2 in a non-equilibrium geometry.

```
78
Properties=species:S:1:pos:R:3
Br -5.492 0.598 1.700
Cu -0.981 -0.907 1.381
P -1.724 -1.529 -0.819
P 1.223 -0.335 0.315
O -0.262 -1.151 3.259
O -0.545 -3.396 3.075
N 3.760 5.337 -2.845
N 0.342 -1.011 5.631
C 3.600 5.428 -1.522
C 2.773 4.770 -3.547
C -1.143 -3.762 -2.617
C 0.222 -2.436 5.158
C -3.805 1.546 1.590
C -2.578 3.386 0.712
C -0.233 3.055 0.058
C 3.844 0.498 1.162
C -1.407 1.408 1.591
C -3.807 2.866 1.094
C -2.659 0.885 2.012
C -2.920 -2.638 0.047
C 2.465 4.953 -0.852
C -3.080 -0.755 -3.275
C -2.571 -0.289 -1.904
C -4.199 -3.065 -0.668
C 1.963 -1.989 0.659
C 2.365 0.876 1.117
C 2.983 -2.557 -0.315
C 2.880 0.631 -1.938
C 0.583 3.383 -0.797
C -1.386 2.602 0.789
C 1.475 4.235 -1.553
C -0.235 -2.385 3.700
C 1.610 4.240 -2.956
C 1.552 0.034 -1.483
C -0.652 -2.466 -1.993
H 0.912 3.695 -3.583
H 1.997 1.021 2.144
H 3.146 -3.610 -0.050
H 4.413 5.899 -0.966
H 1.107 -2.680 0.741
H 0.262 -2.682 -1.423
H 4.365 1.213 1.811
H -2.266 -1.004 -3.967
H -4.799 -3.676 0.025
H 2.886 0.662 -3.036
H -0.447 1.090 2.043
H 0.376 -0.469 4.741
H 2.926 4.731 -4.632
H 1.209 -2.883 5.246
H 2.212 1.829 0.591
H 0.747 0.730 -1.763
H -1.806 0.492 -2.065
H -4.727 3.424 0.976
H -0.307 -4.260 -3.125
H -3.740 -1.627 -3.205
H 2.396 -1.914 1.667
H 4.326 0.551 0.179
H -4.004 -3.676 -1.558
H 3.021 1.664 -1.598
H -0.469 -0.723 6.186
H -1.538 -4.465 -1.880
H 2.656 -2.533 -1.360
H -0.471 -2.982 5.784
H 3.953 -2.051 -0.248
H 3.748 0.035 -1.634
H -3.657 0.047 -3.756
H -1.906 -3.587 -3.382
H 4.010 -0.505 1.570
H 2.449 4.953 0.230
H 1.193 -0.822 6.170
H 1.387 -0.909 -2.017
H -2.558 4.387 0.301
H -3.381 0.200 -1.337
H -0.371 -1.782 -2.806
H -2.356 -3.525 0.383
H -2.817 -0.017 2.627
H -3.226 -2.100 0.964
H -4.812 -2.201 -0.954
```

* charge: +2
* spin multiplicity: 2
* expectation value of S²: 0.76
* ΔE to the lowest compared entry with this formula, charge and spin: 0.0 kcal per mole
* HOMO energy (spin up / spin down): -13.744 / -13.760 eV

***

The following is a DFT calculation (ωB97M-V with the def2-TZVPD basis set) of a cluster of 2 separate species, C5H13S in total in a non-equilibrium geometry.

```
19
Properties=species:S:1:pos:R:3
S 0.102 -3.312 2.258
C -0.230 -1.546 2.349
C 1.418 1.562 -1.869
C -1.153 -1.057 1.267
C -0.642 -1.431 -0.156
C 0.270 2.389 -1.296
H -0.736 -1.246 3.315
H 1.950 0.920 -1.117
H -0.810 -2.531 -0.174
H 0.459 -1.315 -0.279
H 1.115 0.979 -2.755
H -2.144 -1.529 1.493
H -1.201 -1.020 -1.041
H -0.250 3.024 -2.043
H 0.732 -0.918 2.330
H 2.254 2.231 -2.193
H -1.245 0.065 1.261
H -0.518 1.726 -0.891
H 0.630 3.010 -0.461
```

* charge: -1
* ΔE to the lowest compared entry with this formula, charge and spin: 11.0 kcal per mole
* HOMO energy: -2.205 eV